1.
Density functional theory data (wB97M-V/def2-TZVPD) for C2H3O3Zn as an isolated structure in a non-equilibrium geometry.

Geometry (Å):
C: -1.053 0.430 -0.176
Zn: 0.994 0.069 1.321
H: -1.041 0.986 -1.142
H: 1.916 -0.391 -1.010
O: -0.454 1.113 0.877
O: 2.173 -0.004 -0.056
O: -0.024 -1.461 0.649
C: -0.388 -0.932 -0.488
H: -2.124 0.191 0.024

Its energy relative to the best compared isomer or geometry (same formula, charge and spin) is 0.0 kJ/mol. The calculation puts the orbital gap (alpha / beta) at 5.16 / 5.16 eV. The charge is -1. For the HOMO energy (alpha / beta), the calculation gives -2.41 / -2.41 eV.



2.
Density functional theory data (wB97M-V/def2-TZVPD) for C4H12BCsF4NO as an isolated structure in a non-equilibrium geometry.

Geometry (Å):
F: 1.565 0.676 -4.689
C: 0.394 -0.960 1.715
F: 2.706 2.464 -5.070
H: -2.316 1.179 -0.836
H: 0.356 0.382 3.360
H: 1.812 -2.364 2.475
F: 0.605 2.777 -4.389
C: -1.117 -0.872 1.358
H: -1.738 -0.617 2.216
B: 1.449 1.921 -5.136
H: -2.839 -0.479 -0.614
H: 0.800 1.069 1.851
H: 0.173 -3.070 2.130
Cs: 0.367 1.276 -1.995
H: -1.477 -1.817 0.952
O: -1.160 0.176 0.386
H: 1.073 -0.980 0.863
H: -3.105 0.806 0.673
H: 1.857 0.137 2.687
C: 0.733 -2.234 2.550
F: 1.099 2.067 -6.460
C: -2.446 0.394 -0.091
N: 0.878 0.299 2.499
H: 0.332 -2.229 3.564

The calculation puts the orbital gap (alpha / beta) at 11.06 / 4.39 eV. As for the expectation value of S²: 0.756. Its multiplicity is 2. The charge is +2. For the HOMO energy (alpha / beta), the calculation gives -17.77 / -17.77 eV.



3.
Density functional theory data (wB97M-V/def2-TZVPD) for the molecule CH2NOP in a non-equilibrium geometry.

Geometry (Å):
O: -2.079 -0.556 -0.115
H: 1.122 -0.536 -0.922
C: -0.976 -0.745 0.110
N: -0.062 1.655 0.079
H: 1.400 -0.167 0.925
P: 0.595 0.350 -0.078

Its energy relative to the best compared isomer or geometry (same formula, charge and spin) is 443.6 kJ/mol. The calculation puts the orbital gap (alpha / beta) at 8.11 / 8.12 eV. The charge is 0. For the HOMO energy (alpha / beta), the calculation gives -9.20 / -9.20 eV.



4.
Density functional theory data (wB97M-V/def2-TZVPD) for a 2-piece molecular cluster, C2H6NO3 overall.

Geometry (Å):
C: -1.478 -0.394 -0.152
O: 1.256 1.647 0.759
H: 0.431 -0.763 -0.270
H: -1.804 -1.137 0.569
N: -2.603 -0.153 -1.035
O: -0.359 -0.884 -0.861
H: -1.210 0.549 0.317
H: -2.315 0.482 -1.765
O: 1.759 -0.546 0.795
H: 3.112 0.929 0.753
C: 2.027 0.680 0.794
H: -2.878 -1.012 -1.487

Its energy relative to the best compared isomer or geometry (same formula, charge and spin) is 58.8 kJ/mol. The calculation puts the orbital gap at 8.89 eV. The charge is -1. For the HOMO energy, the calculation gives -4.55 eV.



5.
Density functional theory data (wB97M-V/def2-TZVPD) for C26H33Cl2N3Si2Tc as an isolated structure in a non-equilibrium geometry.

Geometry (Å):
H: 2.658 -1.995 -3.329
C: 2.538 -0.001 0.590
C: -0.560 -3.610 1.206
C: -2.972 1.045 2.491
H: 5.743 -1.052 0.231
H: 4.256 3.168 1.966
H: -2.923 1.495 -1.547
C: 3.996 -2.114 -0.384
H: -3.543 1.966 4.307
H: 1.016 -2.468 -2.896
C: 3.788 2.267 1.592
C: 3.936 0.050 0.666
H: 0.625 2.314 3.420
Si: 1.174 0.011 -3.237
H: 2.369 1.460 -1.607
H: -3.403 -0.896 -0.735
C: 4.554 1.212 1.193
H: -3.711 2.086 -0.092
C: -1.880 0.785 1.609
C: 2.577 1.049 -2.592
H: 1.799 3.067 1.837
N: 0.355 0.837 1.024
C: -2.133 -2.055 -3.408
C: 0.610 0.719 -4.874
C: -4.238 0.363 2.208
H: -1.270 2.832 4.818
C: 2.597 -2.068 -0.460
Cl: -0.764 -3.114 -0.509
N: -2.011 0.035 0.495
C: -1.429 2.265 3.911
H: 4.523 -2.974 -0.773
C: 1.603 -1.792 -3.521
C: -0.358 1.987 3.118
C: -2.686 0.855 -4.041
N: 1.878 -1.057 -0.007
Tc: -0.234 -0.709 -0.021
H: -1.258 -2.633 -3.720
Si: -1.684 -0.313 -3.061
H: -0.034 0.026 -5.431
C: 2.377 2.202 1.540
H: -2.561 -2.553 -2.535
H: 1.420 -2.062 -4.564
H: 1.469 0.919 -5.521
H: -3.746 0.724 -3.805
H: 3.508 0.479 -2.544
H: 5.633 1.254 1.255
H: 0.319 -4.240 1.273
H: 0.076 1.664 -4.750
Cl: -0.293 -2.138 2.181
H: -2.873 -2.087 -4.209
H: -1.461 -4.110 1.540
H: -2.564 0.602 -5.099
C: -3.683 1.258 -0.800
C: 4.661 -1.056 0.169
H: -5.323 -0.764 0.786
H: -4.988 0.322 2.988
H: 2.049 -2.886 -0.906
C: -2.734 1.785 3.610
H: -0.440 1.243 -1.919
C: -0.336 0.152 -2.031
C: -3.378 -0.046 -0.047
C: 1.752 1.075 1.087
H: -4.657 1.192 -1.286
C: -0.559 1.237 1.929
H: -2.412 1.897 -3.887
H: 2.743 1.893 -3.266
C: -4.416 -0.228 1.033

Its energy relative to the best compared isomer or geometry (same formula, charge and spin) is 58.2 kJ/mol. The calculation puts the orbital gap (alpha / beta) at 6.24 / 6.34 eV. As for the expectation value of S²: 0.877. Its multiplicity is 2. The charge is +2. For the HOMO energy (alpha / beta), the calculation gives -13.19 / -13.45 eV.



6.
Density functional theory data (wB97M-V/def2-TZVPD) for an isolated ion of composition C19H20F and charge +1 in a non-equilibrium geometry.

Geometry (Å):
C: 1.521 1.312 1.606
H: -2.523 -1.226 2.741
C: 0.117 -0.992 -0.285
C: 1.132 1.778 2.871
H: -0.800 2.812 -0.362
H: 2.277 -2.367 1.056
H: -1.681 3.485 1.908
C: 1.224 1.041 -4.364
C: -0.064 1.421 -4.722
C: 0.136 -2.066 0.808
H: 1.720 1.531 3.742
H: 1.398 -3.404 -0.115
C: 0.690 1.445 0.505
H: 1.968 0.900 -5.160
C: -0.916 -3.388 2.647
C: -0.952 -2.369 1.673
H: -0.847 -0.471 -0.210
H: -0.413 2.843 3.977
C: -1.049 1.585 -3.743
H: 0.146 -1.622 -1.180
C: 1.505 0.783 -3.008
C: 1.348 -2.937 0.877
H: -3.090 -2.414 1.505
C: 0.521 0.810 -2.013
H: -1.498 1.366 -1.641
C: -0.748 1.253 -2.409
H: -2.050 1.899 -4.018
H: -2.327 -0.911 0.977
C: -0.071 2.484 3.002
H: -0.126 -4.150 2.804
H: 1.910 0.060 -0.586
F: -0.382 1.684 -6.035
H: -1.836 -3.709 3.181
C: -0.304 2.465 0.565
H: 2.384 0.675 1.521
C: 0.879 0.372 -0.577
C: -0.753 2.887 1.836
H: 1.338 -3.699 1.659
H: 2.530 0.500 -2.777
C: -2.317 -1.666 1.745

Its energy relative to the best compared isomer or geometry (same formula, charge and spin) is 183.3 kJ/mol. The calculation puts the orbital gap at 5.38 eV. The charge is +1. For the HOMO energy, the calculation gives -11.79 eV.



Calculated calculated total energy, -2082.97437, -733.52964, -510.47653, -360.34883, -2754.49412, -835.49901 a.u. (same order as the records).